Density functional theory data (ωB97M-V/def2-TZVPD) for a structure of composition C13H20BBr3F3K2MgNNaO13P2S.

Its charge is +1. For the highest occupied orbital energy, the calculation gives -9.380 eV. For the gap between HOMO and LUMO, the calculation gives 1.3 eV.

CARTESIAN COORDINATES (ANGSTROEM)
O (-1.2415, 0.4808, 3.5527)
N (-0.5984, 1.4687, 3.3330)
O (0.0766, 1.2838, 2.1019)
P (-0.1907, 2.6789, 1.1271)
C (0.1794, 2.0840, -0.5876)
C (-0.4893, 2.8744, -1.7234)
C (-1.8217, 2.3121, -2.2380)
F (-2.3419, 1.2430, -1.4410)
P (-2.3759, 3.1911, 1.3155)
S (-2.4920, 5.0810, 1.8783)
H (0.0241, 1.0165, -0.7332)
H (1.2482, 2.2308, -0.6688)
H (-0.5543, 3.9525, -1.5074)
H (0.1811, 2.7764, -2.5740)
H (-2.5618, 3.1093, -2.3270)
H (-1.7062, 1.8804, -3.2246)
H (-2.9240, 2.4129, 2.3841)
H (-3.1318, 3.0690, 0.1076)
F (-2.1312, 2.4061, 4.4220)
K (-3.3103, 0.2011, 3.0748)
B (5.1513, 0.1449, 1.2844)
O (5.1608, -1.0034, 2.1878)
C (5.9636, -1.9455, 1.6732)
O (6.1848, -3.0060, 2.1611)
C (6.5273, -1.4040, 0.3496)
O (7.2708, -1.9674, -0.3845)
O (6.0208, -0.1769, 0.1632)
O (3.7555, 0.4410, 0.8248)
C (3.4547, 1.6499, 1.2054)
O (2.3890, 2.1687, 1.0095)
C (4.6406, 2.2692, 1.9350)
O (4.6729, 3.3879, 2.4037)
O (5.6035, 1.4028, 1.9819)
K (-0.1346, -1.2566, 2.6045)
C (-7.1784, -2.6736, 2.7746)
O (-5.9693, -2.4370, 3.2919)
H (-7.7936, -1.7654, 2.5555)
H (-7.1728, -3.1859, 1.7770)
H (-7.8502, -3.3070, 3.3809)
C (-1.1980, 6.5773, -3.6800)
Br (-1.3890, 5.9421, -1.8605)
Br (-2.3332, 5.5824, -4.8731)
Br (-1.4926, 8.4621, -3.8040)
H (-0.1755, 6.3860, -3.9714)
Na (-4.2784, 1.6101, -0.5073)
Mg (-4.7096, 5.0091, 0.6608)
O (-0.4836, -3.2737, -0.2015)
C (-0.1652, -4.3366, -0.6912)
O (1.1224, -4.6385, -0.7445)
C (1.6352, -5.9123, -1.1832)
C (1.7006, -6.0069, -2.6916)
C (-1.1921, -5.2636, -1.2897)
H (1.0650, -6.7254, -0.7333)
H (2.6390, -5.9693, -0.7706)
H (0.7148, -5.9173, -3.1483)
H (2.1325, -6.9597, -2.9938)
H (2.3111, -5.1987, -3.0929)
H (-1.4727, -4.8862, -2.2717)
H (-2.0680, -5.2669, -0.6452)
H (-0.8585, -6.2924, -1.3843)
F (3.9607, 3.9901, 0.4256)

These are the Löwdin partial charges, in e, on atoms 1 to 4: number 1, O, carries -0.479; number 2, N, carries -0.070; number 3, O, carries -0.442; number 4, P, carries 0.971

---

Density functional theory data (ωB97M-V/def2-TZVPD) for a structure of composition C13H20BBrGdO.

As for the spin multiplicity: 8. The expectation value of S² is 16.619. Its charge is +3. For the highest occupied orbital energy (alpha / beta), the calculation gives -17.225 / -18.009 eV. For the gap between HOMO and LUMO (alpha / beta), the calculation gives 5.4 / 3.9 eV.

CARTESIAN COORDINATES (ANGSTROEM)
C (-0.7934, -2.8707, 0.2650)
C (-0.1362, -1.9375, -0.9477)
Br (1.2146, -3.1649, -1.8601)
C (-1.2529, -1.4550, -2.0455)
B (-2.1057, -0.1108, -1.6237)
C (-2.8604, 0.1410, -0.1704)
C (-1.7391, 0.8964, 0.8147)
C (-2.4862, 1.2178, 2.2406)
O (-1.2837, 2.0743, 0.0666)
C (-0.0254, 2.6289, 0.5810)
C (1.2245, 1.6247, 0.1442)
C (1.5670, 1.2784, -1.4398)
C (2.8213, 0.2086, -1.6759)
C (3.6480, -0.4589, -0.3948)
C (3.2967, -0.0800, 1.1858)
C (2.0642, 0.9694, 1.4336)
H (-0.1392, -2.6545, 1.2382)
H (-1.9244, -2.5963, 0.4099)
H (-0.6670, -3.9814, -0.0847)
H (0.4275, -1.0615, -0.4064)
H (-1.9958, -2.3386, -2.3387)
H (-0.6655, -1.2036, -3.0402)
H (-2.2024, 0.7325, -2.4700)
H (-3.2123, -0.8380, 0.3674)
H (-3.7619, 0.8975, -0.3387)
H (-0.9229, 0.0864, 1.0276)
H (-3.4426, 0.5086, 2.2929)
H (-2.8188, 2.3303, 2.3864)
H (-1.7857, 0.8526, 3.1329)
H (0.1589, 3.6446, -0.0192)
H (-0.0265, 2.9162, 1.7144)
H (0.9372, 1.7482, -2.3388)
H (3.1037, -0.1156, -2.7685)
H (4.5073, -1.2394, -0.6444)
H (3.8786, -0.5709, 2.0788)
H (1.7600, 1.2452, 2.5516)
Gd (5.6381, 0.6760, 0.6760)

These are the Löwdin partial charges, in e, on atoms 1 to 4: number 1, C, carries -0.095; number 2, C, carries -0.601; number 3, Br, carries 1.043; number 4, C, carries -0.149

---

Density functional theory data (ωB97M-V/def2-TZVPD) for a cluster of 2 separate species, C13H20BFO6S2 in total.

Its charge is 0. For the highest occupied orbital energy, the calculation gives -8.710 eV. For the gap between HOMO and LUMO, the calculation gives 8.7 eV.

CARTESIAN COORDINATES (ANGSTROEM)
C (-0.0673, 4.8441, -1.0092)
C (-1.0727, 3.6769, -1.6393)
O (-1.1181, 2.5856, -0.6548)
B (-1.0824, 1.2522, -1.2845)
O (-2.3445, 0.4377, -1.2003)
C (0.2030, 0.5406, -2.0209)
O (0.6082, 1.0990, -3.3290)
S (2.1488, 1.8948, -3.2799)
O (2.8179, 1.3890, -4.5947)
O (2.1507, 3.4439, -3.0271)
O (2.7149, 1.2713, -1.7875)
C (1.6318, 0.3941, -1.2316)
C (1.6191, 0.1630, 0.4181)
S (1.5680, 1.8228, 1.2634)
C (0.0486, 2.0899, 2.3045)
C (-0.9650, 0.8172, 2.4527)
H (-0.6365, 5.3804, -0.1130)
H (0.2888, 5.5904, -1.8420)
H (0.8427, 4.2573, -0.5084)
H (-2.1354, 4.1939, -1.7737)
H (-0.7171, 3.2803, -2.6810)
H (-1.9966, -0.5123, -1.0668)
H (-0.2064, -0.5317, -2.3184)
H (2.0062, -0.6814, -1.5857)
H (0.8355, -0.6262, 0.7753)
H (2.6894, -0.3100, 0.6572)
H (-0.5481, 3.0076, 1.8875)
H (0.4057, 2.3797, 3.4038)
H (-0.7257, 0.2161, 3.4544)
H (-2.0518, 1.2753, 2.6385)
H (-1.0673, 0.1342, 1.5098)
F (-0.6651, -2.1851, 0.0851)
C (-0.5768, -3.3657, 0.7120)
C (0.5298, -3.6358, 1.5095)
C (0.6196, -4.8629, 2.1666)
C (-0.3940, -5.8115, 2.0098)
C (-1.4984, -5.5329, 1.2031)
C (-1.5933, -4.3015, 0.5552)
H (1.3113, -2.8902, 1.6128)
H (1.4770, -5.0808, 2.7986)
H (-0.3214, -6.7702, 2.5189)
H (-2.2841, -6.2742, 1.0793)
H (-2.4489, -4.0649, -0.0684)

These are the Löwdin partial charges, in e, on atoms 1 to 4: number 1, C, carries -0.091; number 2, C, carries -0.209; number 3, O, carries -0.067; number 4, B, carries -0.383

---

Density functional theory data (ωB97M-V/def2-TZVPD) for a structure of composition C13H20ClFN2O.

Its charge is 0. For the highest occupied orbital energy, the calculation gives -7.186 eV. For the gap between HOMO and LUMO, the calculation gives 7.0 eV.

CARTESIAN COORDINATES (ANGSTROEM)
C (-1.3831, 3.2312, -2.2759)
C (-0.2620, 3.7790, -1.6628)
C (1.0094, 3.0199, -1.2177)
N (0.9099, 1.5377, -1.3561)
C (1.7578, 0.8927, -2.2091)
N (1.5397, -0.4700, -2.1832)
C (0.5044, -0.7224, -1.2713)
C (0.0283, -2.1745, -0.9716)
C (0.8056, -2.8213, 0.2466)
C (0.7381, -1.9981, 1.5960)
C (-0.4124, -2.4388, 2.5831)
C (-1.8240, -2.6845, 1.9075)
C (0.1007, 0.5504, -0.7364)
C (-0.9993, 0.7817, 0.3242)
C (-0.4804, 1.2954, 1.6949)
O (0.6174, 1.6241, 1.9086)
F (-1.3700, 1.3288, 2.7671)
H (-2.3764, 3.3553, -1.7583)
H (-1.3854, 2.7273, -3.2814)
H (-0.2523, 4.8949, -1.5064)
H (1.8816, 3.3326, -1.8710)
H (1.2954, 3.3230, -0.1010)
H (2.5365, 1.3628, -2.8552)
H (2.0820, -1.1352, -2.7296)
H (0.3156, -2.7836, -1.8822)
H (-1.0861, -2.2528, -0.9034)
H (0.5301, -3.8847, 0.4594)
H (1.8969, -2.8368, -0.0535)
H (1.7111, -2.1990, 2.1353)
H (0.7328, -0.8842, 1.4241)
H (-0.5542, -1.5783, 3.3030)
H (-0.1539, -3.3353, 3.2028)
H (-2.0192, -2.0560, 1.0023)
H (-2.0271, -3.7748, 1.6987)
H (-2.6013, -2.3738, 2.6660)
H (-1.5229, -0.1930, 0.5040)
H (-1.7927, 1.4880, -0.0583)
Cl (1.5091, 4.0725, 1.4605)

These are the Löwdin partial charges, in e, on atoms 1 to 4: number 1, C, carries -0.063; number 2, C, carries -0.140; number 3, C, carries -0.201; number 4, N, carries 0.016

---

Density functional theory data (ωB97M-V/def2-TZVPD) for a structure of composition C13H20CrF5NO5.

As for the spin multiplicity: 4. The expectation value of S² is 3.837. Its charge is +1. For the highest occupied orbital energy (alpha / beta), the calculation gives -13.625 / -13.422 eV. For the gap between HOMO and LUMO (alpha / beta), the calculation gives 9.6 / 10.4 eV.

CARTESIAN COORDINATES (ANGSTROEM)
Cr (6.3129, 7.8426, 6.2633)
C (8.3097, 6.5227, 8.8645)
C (8.4620, 8.0437, 8.7840)
O (7.2849, 8.6660, 8.2127)
C (7.2339, 10.1061, 8.3654)
C (6.6079, 10.7100, 7.1615)
O (5.4552, 9.8355, 6.7944)
C (4.3111, 9.9501, 7.5899)
C (4.0364, 8.6176, 8.2140)
O (4.4324, 7.5501, 7.2900)
C (4.4475, 6.2937, 7.9408)
C (4.8914, 5.2493, 6.9205)
O (6.0753, 5.7372, 6.2254)
C (7.1661, 4.7812, 5.9610)
C (8.0817, 4.7871, 7.1784)
O (8.2990, 6.1305, 7.5224)
H (7.4297, 6.1933, 9.4492)
H (9.2057, 6.0888, 9.3706)
H (9.2538, 8.2130, 8.0459)
H (8.6321, 8.4638, 9.7699)
H (8.2380, 10.3689, 8.5368)
H (6.6857, 10.3421, 9.2784)
H (7.3770, 10.6876, 6.3854)
H (6.2531, 11.7019, 7.3778)
H (3.5109, 10.3716, 7.0153)
H (4.4591, 10.6153, 8.4200)
H (2.9795, 8.4376, 8.4331)
H (4.5737, 8.5062, 9.1675)
H (3.5228, 5.9354, 8.3994)
H (5.2025, 6.2944, 8.7503)
H (4.1117, 4.9526, 6.1947)
H (5.1902, 4.3480, 7.4732)
H (7.5740, 5.2099, 5.0589)
H (6.7970, 3.8014, 5.6882)
H (9.0180, 4.3675, 6.9239)
H (7.5909, 4.2883, 8.0392)
N (9.1758, 8.7520, 5.2980)
C (8.0956, 8.3704, 5.4864)
F (4.0984, 7.1706, 4.6260)
C (5.3240, 7.7435, 4.4595)
F (6.0914, 6.9303, 3.6676)
C (4.9420, 9.0388, 3.7377)
F (4.0355, 9.6259, 4.5146)
F (4.3802, 8.7840, 2.5573)
F (5.9320, 9.8698, 3.5321)

These are the Löwdin partial charges, in e, on atoms 1 to 4: number 1, Cr, carries 0.916; number 2, C, carries -0.164; number 3, C, carries -0.116; number 4, O, carries -0.227

---

Density functional theory data (ωB97M-V/def2-TZVPD) for a structure of composition C13H20CsN5O6P.

Its charge is +1. For the highest occupied orbital energy, the calculation gives -10.037 eV. For the gap between HOMO and LUMO, the calculation gives 7.6 eV.

CARTESIAN COORDINATES (ANGSTROEM)
Cs (0.5703, 0.5094, 1.5017)
O (2.9625, -0.0020, 0.5427)
C (3.6467, 1.0062, 0.2648)
C (3.1790, 2.3176, 0.0249)
C (4.1290, 3.3591, 0.0513)
C (3.7469, 4.6631, -0.0299)
C (2.3792, 5.0081, -0.1780)
C (1.4425, 4.0352, -0.2811)
C (1.7757, 2.6319, -0.2299)
O (0.8910, 1.7674, -0.4092)
N (4.7441, 5.7141, 0.0469)
O (4.3545, 6.8683, 0.0331)
O (5.9180, 5.3863, 0.0875)
H (4.7423, 0.8888, 0.2336)
H (5.1811, 3.1248, 0.1598)
H (2.1258, 6.0575, -0.2258)
H (0.3963, 4.2640, -0.4366)
C (-6.5476, -0.3459, 0.8517)
N (-5.2457, -0.5543, 0.2351)
C (-4.5028, 0.3922, -0.4275)
C (-3.3708, -0.2258, -0.8603)
N (-3.4404, -1.5332, -0.4600)
C (-4.5746, -1.7076, 0.1970)
H (-6.7148, 0.7187, 0.9833)
H (-6.5859, -0.8329, 1.8227)
H (-7.3399, -0.7461, 0.2211)
H (-4.8391, 1.4062, -0.5534)
H (-2.5266, 0.1705, -1.3989)
H (-4.9170, -2.6319, 0.6310)
N (-1.7082, -3.4498, -1.1133)
C (-0.8698, -3.9033, 0.0167)
P (0.2637, -2.4777, 0.3926)
O (0.4470, -1.7492, -0.9092)
O (-0.2243, -1.7520, 1.5966)
C (1.9755, -3.2031, 0.6880)
N (2.8802, -2.5279, -0.2894)
H (-1.0990, -2.9665, -1.7753)
H (-2.6900, -2.3477, -0.7120)
H (-2.1628, -4.2229, -1.5862)
H (-0.3224, -4.8162, -0.2282)
H (-1.4852, -4.0959, 0.8946)
H (1.9868, -4.2765, 0.5132)
H (2.2925, -3.0061, 1.7091)
H (3.1934, -1.5767, 0.0699)
H (2.2663, -2.2526, -1.0876)
H (3.6766, -3.0856, -0.5770)

These are the Löwdin partial charges, in e, on atoms 1 to 4: number 1, Cs, carries 1.664; number 2, O, carries -0.273; number 3, C, carries -0.199; number 4, C, carries -0.131